C49H43AsBN10PV | ωB97M-V with the def2-TZVPD basis set

Last column: Mulliken charge in e.
Geometry (Å):
1 V 0.21 0.38 0.65  -0.551
2 C -0.66 0.19 4.66  -1.885
3 C -0.44 -0.50 3.49  -0.599
4 N -0.33 0.39 2.47  1.454
5 N -0.46 1.66 3.00  0.893
6 C -0.65 1.54 4.31  -0.175
7 B -0.65 2.91 2.04  0.339
8 N -1.70 2.48 0.94  0.553
9 C -2.83 3.09 0.58  -0.033
10 C -3.35 2.44 -0.54  -1.384
11 C -2.46 1.42 -0.80  -0.603
12 N -1.46 1.42 0.11  0.407
13 N 0.69 3.11 1.23  0.165
14 C 1.49 4.17 1.00  0.160
15 C 2.41 3.86 0.02  -1.706
16 C 2.14 2.55 -0.33  -0.307
17 N 1.10 2.10 0.40  -0.011
18 N -1.20 4.08 2.79  0.565
19 C -1.00 5.44 2.76  -0.208
20 C -1.94 6.02 3.54  -0.912
21 C -2.72 4.94 4.03  -0.367
22 N -2.29 3.78 3.58  -1.030
23 H -0.79 -0.23 5.65  0.597
24 H -0.36 -1.55 3.32  0.378
25 H -0.79 2.41 4.93  0.643
26 H -3.20 3.95 1.12  0.520
27 H -4.24 2.69 -1.09  0.514
28 H -2.47 0.70 -1.61  0.895
29 H 1.38 5.09 1.55  0.554
30 H 3.18 4.50 -0.38  0.476
31 H 2.63 1.92 -1.04  0.539
32 H -0.23 5.91 2.17  0.436
33 H -2.07 7.08 3.74  0.466
34 H -3.58 4.98 4.69  0.497
35 N -0.02 -1.75 -1.44  -0.361
36 C -0.53 -1.13 -0.49  0.831
37 H 0.90 -1.48 -1.78  0.249
38 C -4.62 -1.88 -4.25  -0.575
39 C -3.32 -2.37 -4.18  -0.879
40 C -2.63 -2.38 -2.98  -0.554
41 C -3.27 -1.90 -1.83  1.027
42 C -4.56 -1.39 -1.89  -0.099
43 C -5.23 -1.39 -3.10  -0.910
44 As -2.39 -1.94 -0.11  1.869
45 C -2.04 -3.75 0.41  0.515
46 C -2.44 -4.19 1.67  -0.115
47 C -2.36 -5.54 1.97  -1.021
48 C -1.87 -6.44 1.03  -0.817
49 C -1.43 -5.99 -0.21  -0.712
50 C -1.51 -4.65 -0.53  -0.229
51 C -3.70 -1.28 1.13  -0.090
52 C -3.71 -0.05 1.78  0.342
53 C -4.79 0.29 2.59  -1.085
54 C -5.85 -0.60 2.75  -0.903
55 C -5.84 -1.82 2.09  -0.940
56 C -4.77 -2.17 1.28  -1.078
57 H -5.15 -1.88 -5.19  0.425
58 H -2.83 -2.75 -5.07  0.439
59 H -1.62 -2.74 -2.95  0.196
60 H -5.05 -1.00 -1.01  0.400
61 H -6.24 -1.00 -3.15  0.461
62 H -2.85 -3.51 2.39  0.499
63 H -2.70 -5.90 2.94  0.457
64 H -1.83 -7.50 1.27  0.440
65 H -1.03 -6.69 -0.93  0.491
66 H -1.18 -4.31 -1.50  0.272
67 H -2.92 0.66 1.66  0.435
68 H -4.79 1.25 3.09  0.595
69 H -6.69 -0.33 3.38  0.465
70 H -6.67 -2.51 2.21  0.473
71 H -4.78 -3.12 0.77  0.758
72 N 1.58 -0.49 0.87  0.131
73 P 2.92 -1.24 1.57  1.744
74 C 4.44 -0.72 0.80  0.272
75 C 4.48 -0.26 -0.52  -0.213
76 C 5.70 0.08 -1.08  -0.889
77 C 6.86 -0.04 -0.34  -0.606
78 C 6.82 -0.51 0.98  -0.716
79 C 5.61 -0.84 1.56  -0.623
80 C 2.94 -0.65 3.26  0.296
81 C 3.03 0.73 3.48  -0.123
82 C 3.08 1.20 4.78  -0.799
83 C 3.07 0.30 5.85  -0.623
84 C 3.00 -1.07 5.63  -0.811
85 C 2.92 -1.55 4.33  -0.363
86 C 2.74 -2.99 1.50  0.147
87 C 1.49 -3.57 1.74  0.476
88 C 1.35 -4.94 1.74  -0.924
89 C 2.46 -5.75 1.50  -0.878
90 C 3.70 -5.18 1.25  -0.860
91 C 3.85 -3.80 1.24  -0.914
92 H 3.57 -0.20 -1.10  0.481
93 H 5.74 0.44 -2.10  0.469
94 H 7.81 0.23 -0.78  0.444
95 H 7.74 -0.60 1.55  0.466
96 H 5.58 -1.18 2.58  0.515
97 H 3.08 1.42 2.65  0.430
98 H 3.17 2.26 4.97  0.512
99 H 3.13 0.67 6.87  0.460
100 H 3.01 -1.76 6.46  0.486
101 H 2.87 -2.62 4.14  0.528
102 H 0.62 -2.94 1.90  -0.154
103 H 0.38 -5.38 1.93  0.717
104 H 2.35 -6.82 1.51  0.450
105 H 4.56 -5.81 1.05  0.461
106 H 4.82 -3.37 1.03  0.457

Results
Total charge: +3
Strongest force on any atom in hartree/bohr: 0.0281
HOMO level (alpha / beta) in hartree: -0.587 / -0.587


C49H43AsN3O2PPt | ωB97M-V with the def2-TZVPD basis set

Last column: Mulliken charge in e.
Geometry (Å):
1 Pt 1.41 1.82 -0.21  1.733
2 C 3.79 1.36 -4.24  -0.737
3 O 3.18 2.66 -4.01  -0.391
4 C 2.69 2.64 -2.80  0.292
5 N 2.83 1.58 -2.08  -0.374
6 C 3.72 0.66 -2.86  0.243
7 C 3.32 -0.79 -2.98  -0.713
8 C 3.86 -1.54 -4.03  -0.526
9 C 3.56 -2.89 -4.15  -0.850
10 C 2.71 -3.50 -3.24  -1.009
11 C 2.18 -2.76 -2.19  -0.244
12 C 2.51 -1.42 -2.06  1.080
13 C 2.16 3.90 -2.26  0.649
14 C 2.21 5.13 -2.88  -0.591
15 C 1.86 6.26 -2.14  -0.560
16 C 1.46 6.11 -0.82  -0.467
17 C 1.40 4.83 -0.30  0.444
18 N 1.74 3.78 -1.01  -0.287
19 C 1.01 4.43 1.05  0.192
20 N 0.96 3.18 1.37  -0.418
21 C 0.58 3.07 2.78  0.326
22 C 0.50 4.56 3.21  -0.393
23 O 0.72 5.31 1.97  -0.474
24 C 1.57 2.30 3.63  -0.465
25 C 1.31 2.18 4.99  0.039
26 C 2.22 1.56 5.83  -0.961
27 C 3.41 1.05 5.31  -0.459
28 C 3.66 1.14 3.95  -1.094
29 C 2.74 1.76 3.11  0.249
30 H 4.80 1.53 -4.59  0.316
31 H 3.21 0.84 -5.00  0.514
32 H 4.69 0.69 -2.37  0.408
33 H 4.53 -1.08 -4.75  0.464
34 H 4.00 -3.47 -4.95  0.405
35 H 2.46 -4.55 -3.34  0.448
36 H 1.52 -3.24 -1.49  0.346
37 H 2.14 -0.83 -1.23  -0.058
38 H 2.54 5.20 -3.91  0.547
39 H 1.92 7.24 -2.59  0.491
40 H 1.19 6.96 -0.21  0.568
41 H -0.41 2.59 2.83  0.010
42 H 1.31 4.82 3.89  0.329
43 H -0.45 4.86 3.62  0.390
44 H 0.39 2.59 5.40  0.462
45 H 2.01 1.48 6.89  0.446
46 H 4.13 0.59 5.96  0.471
47 H 4.58 0.74 3.54  0.447
48 H 2.94 1.82 2.05  0.511
49 C -0.59 -0.92 -0.79  -1.075
50 C -1.23 -2.22 -0.29  -1.431
51 As -1.83 -3.27 -1.87  0.483
52 C -3.08 -4.45 -0.97  0.244
53 C -4.22 -4.88 -1.65  -0.427
54 C -5.11 -5.76 -1.04  -0.655
55 C -4.84 -6.24 0.23  -0.475
56 C -3.70 -5.84 0.90  -0.673
57 C -2.81 -4.95 0.30  -0.167
58 C -3.05 -1.94 -2.59  0.041
59 C -4.12 -1.45 -1.84  0.087
60 C -5.01 -0.54 -2.40  -0.874
61 C -4.83 -0.12 -3.72  -0.465
62 C -3.75 -0.57 -4.45  -0.645
63 C -2.85 -1.48 -3.89  -0.395
64 P 0.03 0.16 0.56  -1.075
65 C 0.79 -0.88 1.84  1.647
66 C 0.60 -0.59 3.19  -0.693
67 C 1.30 -1.29 4.16  -1.232
68 C 2.23 -2.25 3.79  -0.950
69 C 2.43 -2.54 2.44  -0.885
70 C 1.71 -1.86 1.47  -0.531
71 C -1.53 0.77 1.23  1.792
72 C -2.03 1.98 0.73  -0.433
73 C -3.30 2.41 1.07  -0.793
74 C -4.09 1.62 1.90  -0.847
75 C -3.60 0.42 2.40  -1.056
76 C -2.32 0.00 2.07  -0.596
77 H -1.34 -0.32 -1.30  0.634
78 H 0.20 -1.12 -1.50  1.032
79 H -2.10 -2.02 0.33  0.894
80 H -0.52 -2.82 0.29  0.670
81 H -4.42 -4.50 -2.65  0.407
82 H -5.99 -6.08 -1.57  0.393
83 H -5.52 -6.95 0.69  0.386
84 H -3.49 -6.22 1.89  0.397
85 H -1.91 -4.66 0.83  0.306
86 H -4.28 -1.80 -0.83  0.467
87 H -5.84 -0.17 -1.82  0.427
88 H -5.55 0.55 -4.17  0.417
89 H -3.61 -0.24 -5.47  0.444
90 H -2.01 -1.84 -4.46  0.437
91 H -0.10 0.18 3.49  0.661
92 H 1.12 -1.08 5.20  0.566
93 H 2.79 -2.78 4.55  0.453
94 H 3.14 -3.31 2.15  0.538
95 H 1.88 -2.09 0.43  0.361
96 H -1.40 2.58 0.08  0.384
97 H -3.69 3.35 0.69  0.539
98 H -5.10 1.94 2.15  0.484
99 H -4.22 -0.18 3.06  0.511
100 H -1.94 -0.93 2.49  0.521

Results
Total charge: +2
Strongest force on any atom in hartree/bohr: 0.0448
Energy relative to the best compared isomer or geometry (same formula, charge and spin) in kJ/mol: 145.2
HOMO level in hartree: -0.442